# 1
9
Properties=species:S:1:pos:R:3:mulliken_charge:R:1 method="wB97M-V/def2-TZVPD" energy_ev=-17063.32420 de_lowest_ev=5.947 charge=0 e_homo_ev=-9.835 max_force_ev_per_a=4.1 spin_multiplicity=1 lumo_energy_ev=-1.244
C -0.298 -0.728 -0.557 -0.105
C 0.656 0.504 -0.512 0.490
H -0.901 1.103 1.113 0.271
H -0.530 -0.586 -1.708 0.208
H -0.211 -1.859 -0.341 0.259
H 0.413 0.015 1.881 0.270
O -1.311 -0.567 0.520 -0.637
O 1.012 1.107 -1.459 -0.441
S 1.171 1.011 1.063 -0.314



# 2
9
Properties=species:S:1:pos:R:3:mulliken_charge:R:1 method="wB97M-V/def2-TZVPD" energy_ev=-17066.51973 de_lowest_ev=2.751 charge=0 e_homo_ev=-8.730 max_force_ev_per_a=4.2 spin_multiplicity=1 lumo_energy_ev=0.430
C 1.370 -0.194 -0.134 0.776
C 1.837 0.939 -0.446 -0.935
O -1.664 -0.556 -0.238 -0.413
O 0.951 -1.265 0.033 -0.341
S -2.765 -0.348 0.991 -0.042
H 2.719 0.936 -1.127 0.229
H 1.597 1.763 0.181 0.284
H -2.512 -1.560 1.366 0.131
H -1.532 0.285 -0.626 0.310



# 3
9
Properties=species:S:1:pos:R:3:mulliken_charge:R:1 method="wB97M-V/def2-TZVPD" energy_ev=-17066.46063 de_lowest_ev=2.810 charge=0 e_homo_ev="-9.441 / -9.441" max_force_ev_per_a=6.7 spin_multiplicity=1 lumo_energy_ev="-0.613 / -0.613"
C 1.314 -0.064 -0.090 0.435
C -0.058 0.478 -0.029 -0.948
O 3.909 -0.385 -0.201 -0.605
O 1.365 -1.651 0.112 -0.472
S 2.804 0.635 0.082 0.282
H -0.736 0.029 0.631 0.326
H -0.594 0.458 -0.981 0.268
H -0.045 1.524 0.337 0.313
H 2.394 -1.520 0.016 0.400



# 4
9
Properties=species:S:1:pos:R:3:mulliken_charge:R:1 method="wB97M-V/def2-TZVPD" energy_ev=-17066.72040 de_lowest_ev=2.550 charge=0 e_homo_ev=-9.357 max_force_ev_per_a=1.9 spin_multiplicity=1 lumo_energy_ev=0.153
C -1.334 1.277 -0.005 0.731
C -0.312 1.332 -0.839 -0.615
O 3.405 -1.514 0.431 -0.474
O -2.297 1.143 0.645 -0.355
S 3.138 -0.017 -0.346 -0.010
H -0.348 2.047 -1.653 0.288
H 0.609 0.988 -0.385 -0.055
H 2.746 0.666 0.699 0.146
H 3.020 -2.283 -0.046 0.343



# 5
9
Properties=species:S:1:pos:R:3:mulliken_charge:R:1 method="wB97M-V/def2-TZVPD" energy_ev=-17065.95082 de_lowest_ev=3.320 charge=0 e_homo_ev=-9.393 max_force_ev_per_a=9.1 spin_multiplicity=1 lumo_energy_ev=-0.250
C -0.455 0.045 -0.647 -0.545
C 0.464 0.880 0.358 0.626
H -0.816 -1.510 1.268 0.172
H -1.370 0.397 -0.760 0.423
H -0.128 0.562 -1.659 0.314
H 1.374 -0.840 0.486 0.378
O 1.120 -0.069 1.073 -0.527
O 0.416 2.053 0.341 -0.464
S -0.605 -1.518 -0.461 -0.378



# 6
9
Properties=species:S:1:pos:R:3:mulliken_charge:R:1 method="wB97M-V/def2-TZVPD" energy_ev=-17063.11557 de_lowest_ev=6.155 charge=0 e_homo_ev="-8.138 / -8.007" max_force_ev_per_a=4.2 spin_multiplicity=1 lumo_energy_ev="-1.045 / -1.031"
C -0.485 -1.754 1.303 -0.224
C -0.154 0.346 0.315 -0.700
O -3.024 -0.130 2.666 -0.343
O -0.103 -0.592 1.360 -0.112
S -2.400 -1.180 3.533 0.277
H -0.777 -2.103 0.339 0.164
H -0.252 -0.089 -0.657 0.362
H 0.795 0.817 0.214 0.262
H -1.018 0.861 0.496 0.314



# 7
9
Properties=species:S:1:pos:R:3:mulliken_charge:R:1 method="wB97M-V/def2-TZVPD" energy_ev=-17062.31617 de_lowest_ev=4.249 charge=0 e_homo_ev="-7.075 / -9.952" max_force_ev_per_a=4.8 spin_multiplicity=3 lumo_energy_ev="0.603 / -2.201"
C 0.823 -1.088 0.184 -0.514
C 0.241 1.055 -0.069 -0.651
O -2.435 0.518 -0.458 -0.490
O -0.473 -1.365 -0.239 -0.307
S -1.302 0.117 0.416 0.568
H 1.622 -1.652 -0.386 0.318
H 0.898 -0.794 1.209 0.373
H 0.437 1.938 0.454 0.375
H 0.189 1.270 -1.111 0.329



# 8
10
Properties=species:S:1:pos:R:3:mulliken_charge:R:1 method="wB97M-V/def2-TZVPD" energy_ev=-27901.25660 de_lowest_ev=3.079 charge=0 e_homo_ev=-8.921 max_force_ev_per_a=5.5 spin_multiplicity=1 lumo_energy_ev=-0.164
C 0.303 -0.308 0.688 -0.728
C 0.344 0.360 -0.646 -0.482
O 2.701 0.071 2.018 -0.501
O 2.470 -0.160 -2.158 -0.547
S 2.328 -0.754 0.911 0.414
S 2.167 0.586 -0.948 0.415
H 0.132 0.202 1.546 0.458
H -0.212 -1.262 0.482 0.279
H 0.048 -0.205 -1.426 0.382
H -0.012 1.346 -0.633 0.309



# 9
10
Properties=species:S:1:pos:R:3:mulliken_charge:R:1 method="wB97M-V/def2-TZVPD" energy_ev=-27901.97840 de_lowest_ev=2.358 charge=0 e_homo_ev=-9.258 max_force_ev_per_a=5.7 spin_multiplicity=1 lumo_energy_ev=-0.010
C -0.296 -0.269 0.062 0.586
C -1.661 0.234 -0.303 -0.982
O 0.571 0.794 0.163 -0.335
O 2.931 0.161 -0.809 -0.434
S 2.319 0.566 0.399 0.431
S 0.049 -1.801 0.372 -0.305
H -2.286 -0.551 -0.973 0.285
H -2.302 0.316 0.679 0.249
H -1.675 1.143 -0.737 0.345
H 2.350 -0.593 1.147 0.159



# 10
9
Properties=species:S:1:pos:R:3:mulliken_charge:R:1 method="wB97M-V/def2-TZVPD" energy_ev=-14106.15434 de_lowest_ev=5.885 charge=0 e_homo_ev=-9.137 max_force_ev_per_a=2.9 spin_multiplicity=1 lumo_energy_ev=-2.076
C 0.671 -0.128 -0.751 -0.171
C -0.629 -0.934 -0.622 0.173
O 0.706 0.963 -1.245 -0.364
O -1.095 -1.795 0.063 -0.396
Si 0.575 0.748 1.611 0.136
H 1.508 -0.646 -0.260 0.443
H -1.045 -0.569 -1.558 0.285
H 0.132 1.706 0.618 -0.031
H -0.823 0.655 2.144 -0.075



# 11
9
Properties=species:S:1:pos:R:3:mulliken_charge:R:1 method="wB97M-V/def2-TZVPD" energy_ev=-8278.39595 de_lowest_ev=3.163 charge=0 e_homo_ev=-10.473 max_force_ev_per_a=4.3 spin_multiplicity=1 lumo_energy_ev=0.823
C 0.030 0.358 -0.056 0.742
C -1.305 -0.225 0.026 -0.956
O 0.452 1.399 -0.419 -0.534
O 2.265 -0.367 0.012 -0.368
O 0.926 -0.711 0.181 -0.144
H -1.641 -0.399 -0.894 0.320
H -1.213 -1.214 0.492 0.305
H -1.957 0.552 0.431 0.293
H 2.444 0.606 0.227 0.342



# 12
10
Properties=species:S:1:pos:R:3:mulliken_charge:R:1 method="wB97M-V/def2-TZVPD" energy_ev=-17571.02992 de_lowest_ev=2.204 charge=-1 e_homo_ev=-4.712 max_force_ev_per_a=3.9 spin_multiplicity=1 lumo_energy_ev=3.441
C 2.012 -0.473 1.650 0.744
C 1.677 -1.208 0.651 -0.948
O 2.012 0.236 2.580 -0.390
O -0.853 1.111 0.244 -0.610
O -3.058 1.413 -0.826 -0.668
P -1.723 0.881 -0.978 0.379
H 0.775 -0.942 0.228 0.295
H 2.274 -1.917 0.198 0.282
H -1.249 1.294 -2.317 -0.021
H -1.866 -0.394 -1.429 -0.062